a.
The following is a DFT calculation (ωB97M-V/def2-TZVPD) of 2 unconnected molecules or ions with the total composition C3H10NO.

```
15
C3H10NO (ωB97M-V/def2-TZVPD)
C 2.874 0.886 -0.181
O 1.850 0.384 0.689
H 3.839 0.782 0.315
H 2.723 1.953 -0.369
H 2.861 0.364 -1.132
H 2.045 0.775 1.547
C -1.343 -0.699 -1.128
C -2.532 -0.689 1.016
N -1.623 -0.228 0.248
H -0.269 -0.741 -1.263
H -1.785 -1.687 -1.226
H -1.780 0.052 -1.773
H -2.721 -1.751 0.921
H -2.942 -0.056 1.797
H -1.198 0.654 0.537
```

Total charge = +1
HOMO = -13.72 eV
Molar mass = 76.1 g mol⁻¹
LUMO = -5.4 eV

natural (NBO) population analysis, charges in e, atoms 1 to 5:
1 C -0.25
2 O -0.76
3 H 0.18
4 H 0.17
5 H 0.19

b.
The following is a DFT calculation (ωB97M-V/def2-TZVPD) of 2 unconnected molecules or ions with the total composition C3H10NO.

```
15
C3H10NO (ωB97M-V/def2-TZVPD)
C 0.345 2.286 1.235
H 1.279 1.684 1.276
H 0.448 3.181 1.890
H -0.557 1.677 1.513
H 0.060 2.611 0.207
O 0.749 -2.793 0.250
C 1.058 -1.739 -0.307
C 0.093 -0.909 -1.091
N -1.215 -0.884 -0.405
H 2.114 -1.394 -0.414
H 0.395 0.153 -1.155
H 0.013 -1.248 -2.141
H -1.870 -0.907 -1.182
H -1.493 -1.677 0.211
H -1.418 -0.041 0.113
```

Total charge = +1
HOMO = -15.27 eV
Molar mass = 76.1 g mol⁻¹
LUMO = -4.4 eV

natural (NBO) population analysis, charges in e, atoms 1 to 5:
1 C -0.87
2 H 0.22
3 H 0.26
4 H 0.18
5 H 0.21

It is a that is the least stable of them.

a.
The following is a DFT calculation (ωB97M-V/def2-TZVPD) of 2 unconnected molecules or ions with the total composition C3H10NO.

```
15
C3H10NO (ωB97M-V/def2-TZVPD)
C 1.015 0.081 2.258
N -0.133 -0.391 1.360
H 0.861 -0.436 3.224
H 1.022 1.218 2.336
H 2.079 -0.151 1.857
H 0.000 -1.366 0.972
H -0.991 -0.307 1.893
H -0.151 0.105 0.473
C -0.673 0.723 -2.754
C -0.799 -0.035 -1.592
O 0.180 -0.728 -1.006
H 0.145 0.894 -3.442
H -1.661 1.401 -2.792
H -1.803 -0.053 -1.229
H 0.909 -0.956 -1.559
```

Total charge = +1
HOMO = -13.09 eV
Molar mass = 76.1 g mol⁻¹
LUMO = -3.5 eV

natural (NBO) population analysis, charges in e, atoms 1 to 5:
1 C -0.45
2 N -0.69
3 H 0.24
4 H 0.25
5 H 0.25

b.
The following is a DFT calculation (ωB97M-V/def2-TZVPD) of 2 unconnected molecules or ions with the total composition C3H10NO.

```
15
C3H10NO (ωB97M-V/def2-TZVPD)
N 0.709 1.761 -1.330
H 0.792 1.449 -2.298
H -0.162 1.316 -0.875
H 1.520 1.476 -0.790
H 0.564 2.770 -1.374
C -1.091 -1.124 1.741
C -0.550 -0.720 0.601
O -1.257 0.232 -0.180
C 0.740 -1.207 0.027
H -0.607 -1.815 2.414
H -2.073 -0.774 2.039
H -1.832 0.704 0.433
H 0.928 -2.254 0.247
H 0.704 -1.143 -1.064
H 1.614 -0.670 0.411
```

Total charge = +1
HOMO = -13.17 eV
Molar mass = 76.1 g mol⁻¹
LUMO = -3.8 eV

natural (NBO) population analysis, charges in e, atoms 1 to 5:
1 N -0.89
2 H 0.45
3 H 0.48
4 H 0.45
5 H 0.45

It is a that is the least stable of them.

a.
The following is a DFT calculation (ωB97M-V/def2-TZVPD) of 2 unconnected molecules or ions with the total composition C3H10NO.

```
15
C3H10NO (ωB97M-V/def2-TZVPD)
C 0.583 -2.674 -0.348
O -0.591 -2.310 -0.939
H 1.075 -1.708 0.060
H 0.552 -3.502 0.407
H 1.229 -3.057 -1.170
H -1.268 -2.998 -0.779
C -0.394 2.396 1.267
C 0.365 1.250 -0.823
N -0.538 1.563 0.045
H 0.625 2.914 1.288
H -0.491 1.692 2.113
H -1.318 2.994 1.282
H 0.400 0.437 -1.599
H 1.080 2.091 -0.839
H -1.309 0.914 0.035
```

Total charge = +1
HOMO = -13.57 eV
Molar mass = 76.1 g mol⁻¹
LUMO = -5.4 eV

natural (NBO) population analysis, charges in e, atoms 1 to 5:
1 C -0.24
2 O -0.75
3 H 0.14
4 H 0.19
5 H 0.18

b.
The following is a DFT calculation (ωB97M-V/def2-TZVPD) of a gas-phase ion, C3H10NO (charge +1).

```
15
C3H10NO (ωB97M-V/def2-TZVPD)
C -1.049 -1.308 -0.879
C -0.338 -0.465 0.135
O -1.216 0.478 0.731
C 0.898 0.295 -0.334
N 1.125 1.435 0.577
H -0.703 -1.368 -1.909
H -1.312 -2.394 -0.567
H -2.055 -0.940 -1.074
H 0.250 -1.115 1.007
H -2.037 -0.045 0.949
H 0.796 0.677 -1.376
H 1.809 -0.375 -0.024
H 2.109 1.379 0.912
H 1.199 2.474 0.409
H 0.522 1.273 1.441
```

Structure (SMILES) = C[C@H](O)C[NH3+]
Total charge = +1
HOMO = -14.94 eV
Molar mass = 76.1 g mol⁻¹
LUMO = -3.8 eV

natural (NBO) population analysis, charges in e, atoms 1 to 5:
1 C -0.70
2 C 0.08
3 O -0.74
4 C -0.24
5 N -0.71

It is a that is the least stable of them.

a.
The following is a DFT calculation (ωB97M-V/def2-TZVPD) of 2 unconnected molecules or ions with the total composition C3H10NO.

```
15
C3H10NO (ωB97M-V/def2-TZVPD)
C -2.162 -1.056 0.375
N -2.268 0.199 0.195
H -3.060 -1.642 0.211
H -1.220 -1.492 0.683
H -1.530 0.898 0.283
H -3.194 0.622 0.177
C 1.374 0.025 0.329
O 1.693 1.404 0.188
C 1.205 -0.603 -1.051
H 0.494 -0.022 0.992
H 2.095 -0.542 0.909
H 2.633 1.515 0.254
H 0.567 -0.026 -1.714
H 0.775 -1.617 -1.060
H 2.233 -0.597 -1.392
```

Total charge = +1
HOMO = -13.98 eV
Molar mass = 76.1 g mol⁻¹
LUMO = -6.0 eV

natural (NBO) population analysis, charges in e, atoms 1 to 5:
1 C 0.17
2 N -0.57
3 H 0.24
4 H 0.25
5 H 0.46

b.
The following is a DFT calculation (ωB97M-V/def2-TZVPD) of 2 unconnected molecules or ions with the total composition C3H10NO.

```
15
C3H10NO (ωB97M-V/def2-TZVPD)
C -0.693 0.439 1.536
C 0.184 -0.511 0.784
C 0.356 -1.796 0.988
N 0.913 0.138 -0.334
H -0.865 0.074 2.547
H -1.664 0.512 1.042
H -0.219 1.413 1.668
H 0.928 -2.412 0.303
H -0.081 -2.256 1.858
H 1.246 1.068 -0.074
H 1.699 -0.430 -0.655
H 0.319 0.262 -1.189
H -0.230 0.933 -3.413
H -1.377 1.494 -2.560
O -0.514 1.071 -2.503
```

Total charge = +1
HOMO = -14.69 eV
Molar mass = 76.1 g mol⁻¹
LUMO = -3.3 eV

natural (NBO) population analysis, charges in e, atoms 1 to 5:
1 C -0.67
2 C 0.14
3 C -0.35
4 N -0.71
5 H 0.26

It is a that is the least stable of them.